# 1
The following is a quantum chemistry calculation of 8 unconnected molecules or ions with the total composition C8H32O8 in a non-equilibrium geometry, from the Open Molecules 2025 dataset.

Each line ends with the Mulliken charge.
CARTESIAN COORDINATES (ANGSTROEM)
C -23.084230 -21.503990 -11.274820  -0.433
O -22.445230 -22.681410 -10.875690  -0.493
H -24.075160 -21.502170 -10.820800  0.222
H -22.547910 -20.587510 -11.028800  0.213
H -23.093650 -21.589510 -12.361420  0.196
H -22.157330 -22.645390 -9.960590  0.295
C -18.657120 -24.133560 -6.745610  -0.490
O -20.145660 -24.174690 -6.641140  -0.506
H -18.117230 -23.754220 -5.878010  0.245
H -18.260510 -25.124650 -6.965920  0.250
H -18.415540 -23.484330 -7.587180  0.211
H -20.480750 -24.903830 -6.114200  0.290
C -13.462500 -29.066120 -10.178540  -0.434
O -13.946740 -29.346930 -11.461210  -0.500
H -12.429630 -28.722870 -10.237480  0.235
H -14.153060 -28.312320 -9.800390  0.218
H -13.613320 -29.968370 -9.585850  0.179
H -13.585650 -28.674200 -12.043170  0.302
C -19.465340 -18.098140 -6.289100  -0.509
O -19.633230 -18.658040 -7.590320  -0.502
H -20.365150 -18.154930 -5.676550  0.243
H -18.674700 -18.599910 -5.731230  0.225
H -19.197710 -17.041520 -6.282740  0.254
H -20.323620 -18.274080 -8.135800  0.289
C -12.543720 -24.766320 -4.298880  -0.529
O -12.059920 -23.797660 -5.233870  -0.501
H -12.395190 -25.735490 -4.775050  0.230
H -12.011920 -24.810860 -3.348460  0.254
H -13.632220 -24.818870 -4.321700  0.243
H -11.310810 -24.081320 -5.762990  0.303
C -25.971220 -21.928110 -5.123120  -0.452
O -24.697130 -21.909710 -4.449310  -0.507
H -25.875710 -21.697930 -6.184250  0.224
H -26.180540 -22.996820 -5.169580  0.232
H -26.726280 -21.348630 -4.591910  0.204
H -23.959680 -21.937540 -5.063310  0.300
C -17.114870 -31.780350 -6.017570  -0.450
O -17.934440 -32.770010 -5.312270  -0.515
H -17.132360 -31.893700 -7.101520  0.226
H -17.449560 -30.757380 -5.845440  0.211
H -16.119340 -31.936020 -5.601890  0.226
H -17.442770 -33.593180 -5.264890  0.302
C -22.406930 -29.281570 -3.466340  -0.540
O -22.645350 -28.178250 -4.303920  -0.488
H -23.192530 -29.359150 -2.714740  0.239
H -22.295040 -30.243150 -3.967280  0.254
H -21.594240 -29.115160 -2.759280  0.228
H -22.917350 -28.517820 -5.159670  0.307

Atomic forces in eV per Å
C -0.085 -0.165 -0.181
O 0.873 -0.780 0.295
H -0.284 0.458 -0.375
H 0.113 0.043 0.197
H -0.534 0.299 0.027
H -0.063 0.131 0.057
C -1.436 -0.550 -0.186
O 1.769 0.730 -0.309
H -0.526 0.094 0.323
H -0.100 -0.078 -0.042
H -0.295 -0.026 0.056
H 0.545 -0.159 0.157
C -0.891 0.208 0.112
O 0.085 -0.468 -1.267
H 0.032 -0.093 0.538
H 0.491 0.367 0.735
H 0.461 0.066 0.094
H -0.178 -0.080 -0.208
C -0.575 0.530 0.037
O 0.765 -0.471 0.383
H -0.229 -0.271 -0.061
H -0.013 -0.370 -0.507
H 0.123 0.170 -0.420
H -0.074 0.410 0.565
C 0.627 -1.523 -2.086
O -0.605 0.849 0.583
H 0.524 -0.508 0.188
H -0.447 0.544 0.140
H -0.024 1.090 0.788
H -0.076 -0.453 0.387
C 1.398 -1.599 -0.434
O -0.300 0.828 0.364
H -0.107 0.811 0.072
H -1.012 -0.018 0.288
H 0.282 -0.044 -0.102
H -0.246 0.019 -0.190
C -0.060 -1.139 0.750
O -0.134 1.195 -0.695
H 0.066 -0.425 -0.027
H -0.247 -0.279 0.550
H 0.276 0.560 -0.452
H 0.094 0.092 -0.128
C -0.383 -0.229 1.542
O 0.293 0.029 -0.396
H -0.759 -0.296 -0.323
H 0.121 0.156 -0.120
H 0.782 0.217 -0.722
H -0.036 0.130 0.003

Computed properties:
ΔE to the lowest compared entry with this formula, charge and spin: 125.5 kcal/mol
HOMO-LUMO gap: 10.4410 eV

***

# 2
The following is a quantum chemistry calculation of 9 unconnected molecules or ions with the total composition C8H36Br2NO9PSi, from the Open Molecules 2025 dataset.

Each line ends with the Mulliken charge.
CARTESIAN COORDINATES (ANGSTROEM)
N 0.703622 -2.551017 -1.570897  -0.451
Si -0.694990 -2.698417 -2.552873  0.480
Br -0.794434 -1.205292 -4.214837  -0.250
P -2.510774 -2.587653 -1.172647  0.184
O -3.620729 -3.304637 -2.152844  -0.498
Br -3.016943 -0.480695 -1.531597  -0.136
H 0.766203 -1.672028 -1.053109  0.217
H 1.565094 -2.651189 -2.105348  0.235
H -0.707821 -4.035575 -3.174275  -0.136
H -3.830130 -4.172873 -1.797051  0.340
C 1.483995 -5.348621 1.011470  -0.482
O 1.010467 -5.326494 -0.332466  -0.513
H 1.816076 -6.364182 1.217957  0.269
H 2.317270 -4.659894 1.156713  0.168
H 0.693816 -5.087296 1.720934  0.239
H 0.721337 -4.423458 -0.523234  0.345
C 0.134910 2.054417 -0.768390  -0.550
O -0.026690 0.723569 -0.273455  -0.292
H 1.105684 2.403481 -0.425578  0.149
H 0.129481 2.089991 -1.855932  0.280
H -0.648986 2.712306 -0.383031  0.335
H -0.884033 0.402369 -0.573116  0.025
C 2.301411 3.366505 2.650673  -0.557
O 2.556753 2.302776 1.745726  -0.463
H 3.264503 3.803607 2.905182  0.271
H 1.675158 4.143285 2.202108  0.247
H 1.823552 3.020449 3.570665  0.229
H 1.711895 1.903112 1.510854  0.257
C 2.636120 4.740091 -2.328392  -0.549
O 1.952479 3.634831 -2.902798  -0.438
H 2.106741 4.992530 -1.412006  0.177
H 3.669785 4.493654 -2.072943  0.285
H 2.628469 5.613335 -2.985866  0.288
H 2.403226 3.388493 -3.715249  0.264
C 4.226395 -3.336251 3.561496  -0.643
O 2.981480 -2.961852 2.972585  -0.482
H 4.189505 -4.406177 3.747070  0.241
H 5.061641 -3.119632 2.892023  0.292
H 4.392429 -2.818794 4.510931  0.316
H 3.012604 -2.015568 2.797544  0.285
C -5.337668 -0.164168 -4.513447  -0.374
O -6.089905 1.010775 -4.796801  -0.531
H -4.294568 0.134696 -4.446280  0.125
H -5.632899 -0.611066 -3.560717  0.193
H -5.435467 -0.911360 -5.305131  0.309
H -7.016979 0.767143 -4.862207  0.292
C 1.558715 -0.190594 5.199894  -0.539
O 1.725861 -1.474521 5.779446  -0.510
H 0.853460 0.367049 5.812109  0.302
H 2.502006 0.362155 5.165087  0.262
H 1.147022 -0.259947 4.187630  0.219
H 2.342625 -1.954013 5.217379  0.269
C -4.059199 4.004619 -0.132257  -0.609
O -3.693633 3.035538 -1.104388  -0.430
H -3.167350 4.592142 0.074729  0.202
H -4.839445 4.676213 -0.499339  0.283
H -4.396549 3.543435 0.799946  0.297
H -4.472601 2.510721 -1.311658  0.264

Atomic forces in eV per Å
N 0.217 0.466 -0.084
Si -0.188 -0.034 -0.294
Br 0.034 -0.125 0.005
P 0.331 -0.312 0.306
O 0.038 -0.041 -0.308
Br -0.287 0.510 0.094
H 0.010 -0.172 0.002
H -0.044 -0.100 0.247
H 0.021 0.038 0.007
H -0.247 -0.121 0.084
C -0.111 0.006 -0.217
O -0.098 0.024 0.163
H 0.013 -0.006 0.015
H 0.030 -0.006 0.039
H 0.016 -0.019 0.035
H 0.191 0.002 -0.067
C -0.079 -0.065 0.020
O 0.148 -0.118 0.047
H 0.026 0.056 -0.080
H -0.001 -0.002 -0.041
H 0.012 0.007 -0.018
H -0.059 0.091 0.064
C 0.044 -0.004 -0.060
O -0.135 -0.023 0.087
H -0.003 0.017 0.012
H 0.003 0.005 -0.011
H -0.005 -0.030 0.026
H 0.060 -0.076 -0.020
C -0.039 -0.047 0.016
O 0.089 0.062 -0.059
H 0.011 0.019 0.011
H 0.005 -0.008 0.008
H -0.012 0.005 -0.003
H -0.028 -0.012 0.007
C -0.083 0.141 -0.115
O 0.115 0.124 0.246
H -0.030 -0.015 -0.003
H 0.039 -0.042 0.019
H 0.057 -0.049 0.030
H -0.032 -0.033 -0.123
C -0.069 0.075 -0.014
O 0.010 -0.043 0.028
H 0.018 -0.008 0.000
H 0.031 -0.037 0.004
H 0.010 -0.010 -0.004
H 0.005 0.015 -0.015
C -0.010 -0.050 -0.080
O 0.103 0.140 -0.026
H 0.006 -0.041 0.060
H -0.008 0.059 -0.013
H 0.006 0.042 -0.013
H -0.149 -0.210 0.005
C 0.045 -0.023 -0.032
O -0.049 -0.058 0.058
H -0.006 0.019 0.017
H 0.003 0.009 -0.009
H 0.008 -0.008 0.006
H 0.019 0.018 -0.062

Computed properties:
HOMO-LUMO gap: 9.2249 eV

***

# 3
The following is a quantum chemistry calculation of 13 unconnected molecules or ions with the total composition C8H36O12 in a non-equilibrium geometry, from the Open Molecules 2025 dataset.

Each line ends with the Mulliken charge.
CARTESIAN COORDINATES (ANGSTROEM)
C -2.369180 -2.416600 0.232172  -1.116
C -1.698027 -1.375564 1.126235  0.445
C -2.203605 -0.935351 2.291370  -0.958
C 0.771402 -1.302093 0.712890  -0.644
C -0.444140 -0.764036 0.612785  -0.022
C 3.824269 -0.506972 -1.603280  -1.291
C 2.676543 -1.157054 -0.874029  -0.219
C 1.857318 -0.541416 -0.022514  -0.246
H -1.744725 -2.914649 -0.489893  0.283
H -3.228419 -2.087377 -0.348641  0.258
H -2.736079 -3.244239 0.869467  0.350
H -1.744433 -0.067816 2.750818  0.095
H -3.065960 -1.336051 2.764103  0.387
H 1.046073 -2.173046 1.302248  0.908
H -0.411779 0.255944 0.280902  0.260
H 3.589288 -0.483711 -2.687927  0.327
H 3.884777 0.624819 -1.547515  0.283
H 4.744980 -1.052437 -1.460868  0.339
H 2.572197 -2.250424 -1.134526  0.140
H 1.965203 0.465317 0.344106  0.430
H -2.989278 -2.367682 -2.907560  0.289
H -1.399289 -2.662947 -3.191036  0.291
O -2.093556 -2.039507 -2.960124  -0.562
H -3.339207 2.309540 -2.026996  0.379
H -4.058049 2.419810 -0.714924  0.300
O -3.769240 2.976343 -1.448074  -0.636
H 3.020875 -1.403376 3.004670  0.333
H 2.128841 -0.287481 3.033395  0.229
O 2.072005 -1.236987 3.135216  -0.631
H 2.587286 2.215451 2.859089  0.313
H 1.980815 1.849613 4.141802  0.337
O 2.820296 1.746949 3.675247  -0.659
H -1.219772 2.368898 0.292242  0.297
H -0.086197 3.348819 0.663351  0.115
O -0.561025 2.580163 0.983029  -0.542
H -1.247081 -0.184483 -4.285604  0.344
H 0.102475 0.750896 -4.313873  0.289
O -0.591565 0.287208 -4.820137  -0.648
H -2.154124 1.264194 -3.648567  0.329
H -1.139909 1.871946 -2.969905  0.278
O -1.908796 1.352004 -2.701741  -0.666
H 1.119716 -4.122328 -0.330000  0.318
H 0.887246 -4.770620 0.974938  0.346
O 0.476072 -4.714112 0.100418  -0.649
H 0.908647 4.884929 0.141058  0.269
H -0.014038 4.709620 -1.210858  0.340
O 0.807984 4.978535 -0.806718  -0.616
H 1.392206 3.133803 -2.320091  0.259
H 1.853664 2.046567 -1.215863  0.161
O 1.238654 2.737423 -1.464063  -0.415
H -1.705229 2.718897 2.110619  0.489
H -2.210969 2.114740 3.529963  0.286
O -2.272568 2.841698 2.910741  -0.657
H 1.212077 -2.931881 3.129410  0.395
H -0.016999 -3.701852 2.598287  0.371
O 0.882354 -3.822054 2.934779  -0.688

Atomic forces in eV per Å
C -0.362 -1.074 1.138
C -0.525 0.333 -0.090
C 0.856 0.119 -1.136
C 0.124 0.892 -1.047
C 0.456 -0.599 0.865
C -1.240 1.560 -1.513
C 0.475 0.020 -0.242
C -0.160 -2.052 1.077
H 0.734 0.206 -0.039
H -0.058 0.598 0.238
H -0.043 0.378 -0.146
H 0.139 -0.210 0.222
H -0.711 -0.339 0.155
H -0.343 -0.073 -0.781
H -0.593 0.299 -0.679
H 0.225 -0.885 0.204
H 0.339 -1.235 1.129
H 0.418 0.283 0.082
H -0.183 1.226 0.526
H 0.308 0.551 -0.447
H 0.235 -0.819 -0.206
H -0.757 -0.505 0.026
O 0.589 1.439 -0.080
H 0.008 0.641 0.292
H -0.182 0.288 0.121
O 0.185 -0.746 -0.112
H -0.270 -0.611 0.189
H -0.642 0.807 0.182
O 1.326 -0.110 0.139
H 0.492 -0.064 -0.011
H 0.145 -0.166 0.479
O -0.767 0.172 -0.565
H 0.556 0.188 0.095
H -0.001 0.025 -0.332
O -0.327 -0.490 -0.606
H 0.872 -0.059 0.539
H -0.877 -0.922 0.101
O 0.335 0.400 -0.874
H -0.829 -0.518 0.674
H 0.501 0.337 1.248
O 0.075 0.419 -1.668
H -0.571 -0.274 -0.082
H -0.237 -0.164 0.256
O 0.806 0.435 -0.151
H -0.690 -0.048 -0.151
H -0.437 -0.173 0.864
O 0.864 1.820 -0.414
H 0.804 -0.182 -0.029
H 0.276 -0.191 -0.722
O -0.832 -0.981 0.346
H -0.188 -0.228 1.299
H 0.245 -0.213 -0.283
O -0.412 0.588 -0.212
H -0.159 0.017 0.074
H 0.157 0.129 0.216
O -0.152 -0.241 -0.157

Computed properties:
ΔE to the lowest compared entry with this formula, charge and spin: 106.1 kcal/mol
HOMO-LUMO gap: 8.6038 eV

***

# 4
The following is a quantum chemistry calculation of 12 unconnected molecules or ions with the total composition C8H38O11 in a non-equilibrium geometry, from the Open Molecules 2025 dataset.

Each line ends with the Mulliken charge.
CARTESIAN COORDINATES (ANGSTROEM)
C 1.597358 3.295232 1.596383  -1.320
C 0.815188 2.109468 2.157803  0.005
C 1.563143 0.783630 2.180374  -1.466
C 1.556382 0.093958 0.814013  0.334
C 0.260885 -0.735764 0.675835  0.379
C 0.236863 -1.460066 -0.624615  -0.846
C -0.590653 -1.129667 -1.611248  0.688
C -0.892680 -1.922967 -2.847650  -1.327
H 2.460529 3.540068 2.215869  0.365
H 1.088203 4.202595 1.301361  0.419
H 2.100985 2.866170 0.717981  0.289
H 0.515210 2.324296 3.188062  0.350
H -0.079090 2.024998 1.529135  -0.188
H 2.601561 0.937014 2.502574  0.457
H 1.204167 0.164287 2.999252  0.406
H 1.781214 0.752832 -0.020179  0.076
H 2.411769 -0.593709 0.834905  0.272
H 0.160164 -1.501387 1.440137  0.015
H -0.534399 -0.004285 0.840390  0.089
H 0.738093 -2.426714 -0.685514  0.739
H -1.246666 -0.273143 -1.494385  -0.368
H -1.756938 -1.645842 -3.439102  0.321
H -0.875808 -3.008474 -2.699560  0.334
H -0.036695 -1.932252 -3.533964  0.238
H 1.727988 -0.965675 -3.301810  0.275
H 2.359949 -1.656515 -2.141983  0.389
O 2.523812 -0.931576 -2.758280  -0.628
H 0.123090 2.276098 -2.055264  0.380
H 0.794785 0.828180 -1.891633  0.173
O 0.001388 1.320433 -2.117337  -0.728
H -3.608799 -1.512731 2.855812  0.254
H -3.037634 -0.683136 1.578431  0.398
O -2.874895 -1.356961 2.271157  -0.671
H 2.308254 -2.664475 0.977433  0.266
H 3.159496 -3.313962 1.996694  0.324
O 3.210905 -2.667282 1.292629  -0.672
H -1.793513 1.095200 -2.219140  0.442
H -2.914928 0.513732 -3.241869  0.260
O -2.725955 0.854760 -2.372572  -0.718
H -1.383369 4.364282 -0.728036  0.310
H -0.576055 3.343126 -0.083649  0.319
O -0.475267 4.020838 -0.750809  -0.623
H -2.306816 -2.829951 1.383901  0.420
H -1.620777 -3.137431 0.051873  0.301
O -1.761648 -3.505869 0.931600  -0.723
H -2.845730 3.069326 -1.734007  0.349
H -3.404314 2.294800 -0.534649  0.325
O -3.118083 3.167449 -0.819029  -0.664
H -0.015008 -3.957760 1.892953  0.291
H 0.622229 -3.022413 3.017013  0.291
O 0.802700 -3.574321 2.253293  -0.616
H -4.542988 -0.128794 -0.030886  0.224
H -3.222602 0.185056 -0.867002  0.407
O -3.600463 0.023652 0.002499  -0.609
H 3.776670 0.420910 -0.654978  0.260
H 5.017680 0.538676 0.037454  0.338
O 4.321128 1.132061 -0.277639  -0.605

Atomic forces in eV per Å
C 1.633 -1.280 -0.513
C -0.469 0.866 0.645
C 0.966 0.821 -0.337
C 0.503 -1.725 1.520
C 0.964 0.891 -0.398
C -1.503 -0.229 -0.358
C -1.231 -0.645 0.185
C 1.658 -1.051 -0.570
H -0.177 0.177 0.375
H -0.420 -0.062 0.159
H -0.129 0.523 -0.305
H -0.379 0.119 -0.157
H -0.246 -0.280 0.342
H 0.003 0.370 -0.271
H -0.548 -0.424 -0.320
H -0.530 0.383 0.042
H -0.167 0.040 -0.156
H 0.279 0.246 0.313
H -0.481 -0.381 -0.514
H 0.368 0.139 0.040
H 0.671 -0.774 0.411
H -0.191 0.162 0.258
H -0.699 0.018 0.518
H -0.043 0.668 -0.319
H 0.109 0.218 -0.137
H 0.209 0.080 0.108
O -0.165 -0.126 0.073
H 0.518 0.117 0.196
H 0.252 0.185 0.092
O -0.634 0.815 -0.475
H -0.560 0.384 -0.011
H -0.477 -0.308 0.371
O 0.987 -0.140 -0.268
H -0.413 -0.062 0.042
H 0.042 -0.215 0.185
O 0.626 0.164 -0.227
H 0.265 -0.096 -0.915
H 0.501 -0.044 -0.393
O -0.743 0.570 0.638
H 0.248 0.079 -0.243
H 0.310 -0.438 0.353
O -0.355 0.317 -0.235
H 0.254 -0.017 0.056
H 0.064 0.005 0.042
O -0.191 -0.138 -0.106
H -0.182 -0.267 -0.091
H -0.048 -0.117 -0.016
O -0.112 0.488 0.288
H -0.207 0.570 0.356
H -0.480 -0.136 -0.044
O 0.503 -0.518 -0.222
H -0.186 0.004 -0.469
H -0.321 -0.063 -0.824
O 0.225 0.105 1.380
H -0.367 0.626 -0.262
H 0.394 0.605 0.300
O 0.103 -1.217 -0.131

Computed properties:
ΔE to the lowest compared entry with this formula, charge and spin: 0.0 kcal/mol
HOMO-LUMO gap: 9.4091 eV